{
  "formula": "C14H26FN2O3",
  "method": "wB97M-V/def2-TZVPD",
  "fmax_ev_per_a": 2.04,
  "homo_ev": -13.24,
  "e_lumo_ev": -2.635,
  "homo_lumo_gap_ev": 10.61,
  "total_charge": 1,
  "multiplicity": 1,
  "symbols": ["F", "O", "O", "O", "N", "N", "C", "C", "C", "C", "C", "C", "C", "C", "C", "C", "C", "C", "C", "C", "H", "H", "H", "H", "H", "H", "H", "H", "H", "H", "H", "H", "H", "H", "H", "H", "H", "H", "H", "H", "H", "H", "H", "H", "H", "H"],
  "positions_angstrom": [[-2.559, 0.878, 0.364], [-0.612, 1.433, -1.303], [-0.428, -1.318, -3.696], [1.569, -0.701, 3.871], [0.336, -1.127, 0.567], [1.587, 1.328, -0.490], [-3.880, -1.341, 0.684], [1.790, -1.088, 0.500], [2.456, 0.118, -0.197], [2.173, 2.452, 0.096], [-0.291, 0.162, 0.859], [0.085, 1.279, -0.124], [-1.813, -0.009, 1.094], [0.304, 0.617, 2.235], [0.276, -0.462, 3.320], [-2.367, -1.428, 0.870], [-0.951, 0.291, -2.070], [2.539, 3.469, 0.609], [0.197, -0.345, -2.851], [0.883, 0.645, -3.782], [0.010, -1.526, -0.301], [-4.120, -0.983, -0.303], [1.317, 0.997, 2.139], [1.962, 0.571, -3.726], [-4.353, -0.710, 1.424], [-0.089, 2.198, 0.409], [0.572, 1.653, -3.509], [-4.319, -2.326, 0.748], [-0.440, -2.160, -3.241], [0.527, 0.485, -4.783], [1.634, 1.519, -1.495], [2.847, 4.424, 0.911], [0.904, -0.899, -2.232], [-1.979, -1.883, -0.034], [2.222, -1.185, 1.481], [2.096, -1.974, -0.035], [1.835, -1.561, 3.544], [-0.312, 1.454, 2.538], [-0.320, -0.078, 4.139], [-2.034, 0.201, 2.131], [3.288, 0.446, 0.400], [-1.477, -0.494, -1.535], [2.898, -0.209, -1.125], [-1.644, 0.633, -2.821], [-2.135, -2.056, 1.714], [-0.186, -1.388, 3.006]],
  "forces_ev_per_a": [[0.00, 0.67, -0.44], [0.37, -0.28, 0.13], [0.08, 0.03, 0.13], [-0.12, -0.10, -0.44], [0.35, 0.16, -0.75], [1.10, -0.05, 0.62], [0.10, -0.41, 0.11], [-0.36, 0.12, -0.05], [0.29, -0.92, -0.05], [0.03, 0.98, 0.51], [1.42, -0.53, 0.91], [-2.01, 0.29, -0.25], [-0.32, -1.37, 0.03], [-0.37, -0.18, -0.58], [0.03, 0.59, 0.71], [-0.55, 0.74, -0.55], [0.20, -0.44, -0.50], [-0.40, -1.04, -0.88], [-0.40, -0.44, -0.90], [-0.15, 0.39, 1.04], [-0.35, 0.00, 0.06], [-0.13, 0.39, -0.28], [0.23, -0.05, 0.05], [0.27, -0.03, -0.30], [-0.15, 0.18, 0.16], [0.14, 0.48, 0.07], [0.17, 0.27, -0.03], [-0.09, -0.32, 0.16], [-0.14, -0.29, -0.04], [0.06, -0.19, -0.46], [-0.45, -0.26, -0.20], [0.34, 0.60, 0.49], [0.22, 0.27, 0.34], [0.29, -0.23, -0.04], [0.01, 0.18, 0.43], [0.14, -0.28, -0.19], [0.32, -0.24, 0.23], [-0.01, 0.36, 0.16], [-0.19, 0.03, 0.24], [0.06, 0.35, 0.37], [0.16, 0.38, 0.31], [-0.08, 0.14, 0.53], [-0.12, 0.12, -0.53], [-0.26, 0.29, -0.19], [0.32, -0.19, 0.24], [-0.06, -0.17, -0.32]]
}

---

{
  "formula": "C14H26FeN6O6",
  "method": "wB97M-V/def2-TZVPD",
  "fmax_ev_per_a": 5.51,
  "homo_ev": [-9.72, -10.89],
  "e_lumo_ev": [-3.492, -4.700],
  "homo_lumo_gap_ev": [6.23, 6.19],
  "total_charge": 1,
  "multiplicity": 6,
  "symbols": ["Fe", "O", "O", "O", "O", "O", "O", "N", "N", "N", "N", "N", "N", "C", "C", "C", "C", "C", "C", "C", "C", "C", "C", "C", "C", "C", "C", "H", "H", "H", "H", "H", "H", "H", "H", "H", "H", "H", "H", "H", "H", "H", "H", "H", "H", "H", "H", "H", "H", "H", "H", "H", "H"],
  "positions_angstrom": [[-0.161, 0.029, -0.217], [1.232, 1.655, -0.688], [0.806, 0.336, 2.523], [-0.602, -0.056, -3.078], [-1.804, 1.867, -1.518], [2.113, 3.537, 0.236], [2.265, -1.094, 0.956], [0.154, -0.539, -2.049], [-1.520, -1.298, 0.159], [-0.711, -2.129, 2.198], [-1.378, 1.456, -0.379], [-0.029, 0.686, 1.582], [1.309, -1.169, -0.032], [-0.739, 2.323, 3.197], [-2.329, -3.399, 0.990], [1.664, -1.926, -1.103], [1.226, -2.108, -3.702], [-1.507, 2.295, 0.714], [-2.308, 3.564, 0.678], [-1.520, -2.262, 1.123], [-2.398, -1.398, -0.868], [0.992, -1.556, -2.316], [3.427, 3.358, 0.825], [-3.115, -3.544, -0.125], [-0.757, 1.818, 1.816], [2.633, -3.036, -0.950], [-3.144, -2.534, -1.086], [-3.717, -4.426, -0.261], [3.539, 4.045, 1.672], [3.641, 2.297, 1.041], [2.301, -3.970, -1.420], [1.499, 2.556, -0.228], [-0.128, -1.293, 2.388], [-1.449, 3.148, 3.313], [-1.639, 4.432, 0.406], [3.613, -2.841, -1.401], [-1.105, 0.701, -2.660], [0.485, -2.941, -3.896], [1.774, -0.463, 1.583], [-2.713, 3.684, 1.713], [-0.994, 1.493, 3.879], [1.329, 1.526, -1.599], [-3.118, 3.457, -0.084], [-2.285, -4.116, 1.794], [-3.741, -2.581, -1.987], [0.254, 2.705, 3.486], [1.078, -1.240, -4.411], [4.056, 3.733, -0.006], [2.851, -3.237, 0.101], [-0.797, -2.811, 2.948], [1.660, 4.295, -0.108], [2.275, -2.513, -3.653], [-2.470, -0.514, -1.496]],
  "forces_ev_per_a": [[1.13, 0.01, -0.62], [-0.95, -1.36, 1.62], [-1.08, 0.32, -0.59], [-0.05, -0.08, -0.18], [0.20, -0.11, 1.25], [-0.56, -0.79, 1.65], [-1.08, -0.14, -0.10], [1.83, -1.81, -3.12], [-2.00, -1.89, 1.17], [0.46, 0.33, 0.55], [-2.52, 3.55, -0.66], [0.80, 2.75, 2.81], [3.85, -3.24, -2.26], [-0.19, 0.90, 0.57], [-0.08, 0.08, 0.00], [-0.08, 0.87, 3.55], [0.02, 0.01, 0.76], [0.16, -0.76, -0.77], [0.19, -0.13, 0.13], [0.13, 0.54, -0.63], [-0.03, -0.73, 0.37], [-2.99, 2.41, -0.28], [0.45, 2.04, -1.60], [0.22, -0.04, 0.08], [0.08, -1.30, 0.02], [1.12, -0.33, -0.17], [-0.04, 0.80, -0.38], [-0.08, -0.17, 0.04], [-0.02, -0.55, 0.02], [-0.67, 0.62, -0.12], [-0.28, 0.31, 0.02], [0.29, -0.99, -0.97], [-0.70, -1.04, -0.21], [0.09, -0.23, 0.15], [-0.83, -0.75, 0.31], [-0.12, 0.21, -0.07], [0.26, -0.29, -0.26], [0.87, 0.91, -0.04], [0.81, -0.73, 0.26], [0.12, 0.34, -1.03], [0.14, 0.42, -0.21], [0.60, 0.40, -2.00], [0.66, 0.25, 0.70], [-0.18, -0.29, -0.05], [-0.15, -0.14, 0.20], [-0.30, -0.30, -0.14], [0.31, -1.29, 0.53], [0.52, -0.52, 0.85], [-0.28, 0.14, -0.13], [0.11, 0.36, -0.46], [0.94, 1.47, 0.22], [-1.09, 0.33, -0.69], [-0.02, -0.38, -0.09]]
}

---

{
  "formula": "C14H26FeO9P3S2",
  "method": "wB97M-V/def2-TZVPD",
  "e_above_lowest_ev": 0.565,
  "fmax_ev_per_a": 0.93,
  "homo_ev": [-5.44, -5.47],
  "e_lumo_ev": [2.736, 2.735],
  "homo_lumo_gap_ev": [8.18, 8.20],
  "total_charge": -1,
  "multiplicity": 5,
  "symbols": ["Fe", "S", "S", "P", "P", "P", "O", "O", "O", "O", "O", "O", "O", "O", "O", "C", "C", "C", "C", "C", "C", "C", "C", "C", "C", "C", "C", "C", "C", "H", "H", "H", "H", "H", "H", "H", "H", "H", "H", "H", "H", "H", "H", "H", "H", "H", "H", "H", "H", "H", "H", "H", "H", "H", "H"],
  "positions_angstrom": [[-0.155, -0.338, -0.108], [0.412, -0.443, -2.576], [-2.515, 0.683, -1.413], [-1.591, -0.487, -2.675], [0.916, -2.129, 1.488], [-1.771, -1.843, 2.187], [0.966, -0.656, 1.864], [2.077, -2.988, 2.178], [-0.385, -2.774, 2.160], [-1.757, -1.180, 0.799], [-2.904, -2.672, 2.602], [-1.407, -0.763, 3.314], [-2.096, -0.029, -4.142], [0.949, -2.284, -0.003], [-2.111, -1.988, -2.670], [-0.142, 3.315, -1.812], [2.162, 2.386, -1.251], [0.876, 2.727, -0.851], [0.318, 3.310, -3.266], [2.804, 1.785, 1.011], [-1.407, -3.173, -2.233], [-2.244, -3.899, -1.210], [-1.284, 0.590, -6.295], [3.102, 1.908, -0.339], [-1.498, -0.552, -5.333], [1.517, 2.121, 1.418], [3.801, 1.234, 2.001], [0.556, 2.541, 0.508], [-0.520, 4.741, -1.382], [-2.171, -1.301, -5.750], [-1.035, 2.695, -1.753], [-2.231, 1.093, -6.506], [1.182, 3.970, -3.417], [4.089, 1.620, -0.694], [1.773, -3.343, 3.027], [-0.595, 1.319, -5.862], [-0.548, -1.033, -5.100], [2.443, 2.472, -2.295], [0.583, 2.299, -3.590], [-1.253, -3.786, -3.120], [1.253, 2.027, 2.467], [-1.005, 4.754, -0.403], [-0.493, 3.667, -3.907], [-1.671, -4.743, -0.811], [3.844, 1.850, 2.902], [0.371, 5.377, -1.326], [-0.446, 2.778, 0.862], [4.802, 1.181, 1.568], [-3.174, -4.273, -1.647], [-2.492, -3.233, -0.386], [-0.864, 0.221, -7.237], [-0.440, -2.901, -1.827], [-1.213, 5.183, -2.105], [-0.531, -0.381, 3.093], [3.500, 0.226, 2.302]],
  "forces_ev_per_a": [[-0.46, -0.38, -0.27], [-0.04, 0.08, 0.31], [0.21, -0.12, 0.24], [-0.22, 0.33, -0.73], [0.21, -0.12, -0.06], [-0.11, -0.07, -0.46], [-0.14, 0.00, -0.09], [-0.15, -0.06, 0.20], [0.06, 0.05, 0.17], [0.35, -0.01, 0.86], [0.06, 0.07, -0.09], [0.24, 0.07, -0.14], [0.25, 0.06, 0.03], [-0.07, 0.06, 0.20], [-0.04, -0.33, -0.05], [0.13, 0.16, 0.06], [0.13, -0.02, 0.04], [-0.01, -0.03, 0.14], [0.04, -0.01, -0.05], [0.09, -0.05, 0.01], [-0.18, 0.10, 0.07], [-0.03, -0.10, 0.06], [0.03, 0.13, -0.13], [0.01, 0.02, -0.05], [-0.11, 0.01, 0.19], [-0.14, 0.02, 0.05], [-0.11, -0.02, -0.09], [0.04, 0.20, -0.26], [0.00, -0.03, -0.03], [-0.05, -0.07, 0.00], [-0.05, -0.03, 0.01], [0.08, -0.04, 0.01], [-0.09, -0.05, 0.00], [-0.08, 0.05, 0.03], [0.10, 0.11, -0.24], [-0.05, -0.05, -0.05], [0.09, -0.07, 0.06], [-0.01, -0.02, 0.12], [-0.03, 0.11, 0.03], [0.04, -0.01, -0.12], [-0.02, -0.07, -0.09], [0.05, -0.01, -0.04], [0.05, -0.01, 0.04], [-0.09, 0.06, -0.04], [0.01, -0.01, -0.03], [-0.06, -0.03, -0.03], [0.10, 0.00, -0.06], [-0.05, 0.02, 0.03], [0.07, 0.01, 0.01], [0.01, 0.01, 0.04], [-0.04, 0.05, 0.09], [0.14, 0.09, 0.08], [0.05, -0.04, 0.07], [-0.20, -0.07, -0.02], [0.01, 0.07, -0.02]]
}

---

{
  "formula": "C14H26MnNOP",
  "method": "wB97M-V/def2-TZVPD",
  "fmax_ev_per_a": 2.52,
  "homo_ev": [-4.47, -4.26],
  "e_lumo_ev": [0.039, 0.024],
  "homo_lumo_gap_ev": [4.51, 4.29],
  "multiplicity": 6,
  "symbols": ["Mn", "P", "O", "N", "C", "C", "C", "C", "C", "C", "C", "C", "C", "C", "C", "C", "C", "C", "H", "H", "H", "H", "H", "H", "H", "H", "H", "H", "H", "H", "H", "H", "H", "H", "H", "H", "H", "H", "H", "H", "H", "H", "H", "H"],
  "positions_angstrom": [[-1.481, 0.773, 0.760], [0.765, 2.299, -0.871], [0.268, 0.209, 1.708], [0.973, -2.516, -1.536], [0.175, -0.078, 3.113], [-2.524, -0.971, -3.391], [1.837, 1.853, -2.241], [-1.683, -2.494, -1.662], [-1.810, -1.103, -2.174], [1.382, -1.804, -2.718], [-0.910, 2.508, -1.558], [-2.709, 0.262, -4.013], [1.924, -2.692, -0.463], [1.279, 3.879, -0.184], [-2.169, 1.394, -3.410], [-0.265, -3.194, -1.415], [-1.484, 1.262, -2.185], [-1.408, 0.060, -1.507], [-2.939, -1.851, -3.885], [2.725, 1.329, -1.858], [-2.282, 2.389, -3.850], [0.522, -1.315, -3.194], [1.342, 4.631, -0.981], [-0.793, 3.307, -2.304], [1.381, -2.863, 0.479], [2.592, -3.562, -0.664], [-2.240, -2.580, -0.716], [-0.838, 0.235, 3.389], [2.109, -1.029, -2.421], [0.319, -1.146, 3.333], [0.561, 4.202, 0.588], [1.864, -2.499, -3.437], [1.303, 1.205, -2.942], [0.956, 1.331, 0.156], [-0.320, -3.603, -0.389], [2.261, 3.756, 0.286], [-2.189, -3.165, -2.371], [2.543, -1.783, -0.355], [0.914, 0.498, 3.673], [-1.560, 2.880, -0.741], [0.984, 0.892, 1.468], [-3.289, 0.359, -4.933], [2.149, 2.779, -2.746], [-0.233, -4.045, -2.134]],
  "forces_ev_per_a": [[-1.19, -0.30, -0.56], [-0.77, -0.41, -0.29], [2.16, 0.04, -0.27], [0.10, 1.62, 1.19], [-0.11, 0.16, 0.51], [0.48, -0.02, 0.01], [0.60, 0.23, -0.14], [0.44, -0.89, 0.59], [-1.16, 0.54, -1.35], [-0.05, -0.63, 0.23], [-0.14, 0.16, 0.12], [-0.06, 0.42, 0.33], [-0.01, -0.13, -0.52], [0.13, 0.13, 0.28], [0.41, 0.12, 0.17], [-0.84, -0.71, -0.60], [-0.71, 0.33, -1.27], [1.39, -0.08, 1.63], [0.17, 0.08, 0.16], [-0.25, 0.21, -0.20], [0.00, -0.31, -0.07], [0.23, -0.14, 0.04], [-0.03, -0.19, 0.15], [0.09, 0.04, 0.14], [0.33, 0.07, -0.27], [-0.04, 0.36, 0.35], [0.17, 0.13, -0.14], [0.24, -0.16, 0.34], [-0.16, -0.24, -0.25], [-0.05, 0.34, -0.42], [0.20, -0.23, -0.34], [-0.01, 0.41, -0.10], [-0.01, 0.08, 0.21], [-0.23, 0.81, -1.42], [0.14, 0.00, -0.62], [-0.13, 0.12, -0.10], [0.00, 0.22, 0.24], [-0.08, -0.32, 0.03], [-0.09, 0.03, -0.06], [0.27, 0.03, -0.12], [-1.28, -1.40, 1.67], [0.20, -0.13, 0.25], [-0.02, -0.34, 0.01], [-0.34, -0.04, 0.44]]
}